(1)
Molecular formula: C3H6NO2S
Method: DFT, wB97M-V/def2-TZVPD

```
! wB97M-V def2-TZVPD RIJCOSX def2/J DEFGRID3
* xyz -1 1
C 1.556 1.532 0.154
C 0.234 -1.330 0.305
C -0.945 -0.882 -0.487
N 2.199 0.606 0.305
O -0.858 1.399 0.934
O -2.187 -0.686 0.162
S -1.405 0.900 -0.283
H 1.155 2.519 0.127
H -0.071 1.646 -1.471
H 0.142 -2.276 0.840
H 1.091 -1.260 -0.266
H 0.350 -0.574 1.110
H -1.260 -1.595 -1.430
*
```

Computed properties:
Energy = -19624.59714 eV
Largest force on an atom = 5.3 eV/A
Energy relative to the best compared isomer or geometry (same formula, charge and spin) = 5.931 eV
M = 120.153 g/mol
HOMO level = -2.774 eV
Lowest unoccupied orbital energy = 3.87 eV
Kohn-Sham gap = 0.2442 Ha

Results of the Löwdin charge analysis, in e, for atoms 1 through 8: number 1, C, carries -0.2197; number 2, C, carries -0.1549; number 3, C, carries -0.5763; number 4, N, carries 0.0471; number 5, O, carries -0.5918; number 6, O, carries -0.4246; number 7, S, carries 0.7152; number 8, H, carries 0.0263

---

(2)
Molecular formula: C3H6NO3
Method: DFT, wB97M-V/def2-TZVPD

```
! wB97M-V def2-TZVPD RIJCOSX def2/J DEFGRID3
* xyz 1 1
C 0.616 -0.074 0.729
C 1.855 0.119 0.130
C 0.680 -1.362 0.134
N -1.051 0.720 -0.236
O 1.820 -1.150 -0.603
O 2.783 0.984 0.037
O 0.012 -2.427 0.146
H 0.171 0.318 1.616
H -1.054 1.714 -0.030
H -1.886 0.326 0.181
H -1.143 0.629 -1.244
H 3.505 0.763 -0.577
H 0.353 -3.149 -0.420
*
```

Computed properties:
Energy = -10830.40679 eV
Largest force on an atom = 3.0 eV/A
Energy relative to the best compared isomer or geometry (same formula, charge and spin) = 3.558 eV
M = 104.085 g/mol
HOMO level = -12.334 eV
Lowest unoccupied orbital energy = -4.66 eV
Kohn-Sham gap = 0.2821 Ha

Results of the Löwdin charge analysis, in e, for atoms 1 through 8: number 1, C, carries 0.0235; number 2, C, carries -0.2323; number 3, C, carries -0.2908; number 4, N, carries 0.0531; number 5, O, carries 0.1324; number 6, O, carries 0.2611; number 7, O, carries 0.3015; number 8, H, carries 0.1382

---

(3)
Molecular formula: C3H6NO4
Method: DFT, wB97M-V/def2-TZVPD

```
! wB97M-V def2-TZVPD RIJCOSX def2/J DEFGRID3
* xyz -1 1
O 2.445 0.634 -0.138
C 0.171 -0.571 -0.235
N -0.217 -1.804 -0.583
C -0.020 -2.539 0.664
O 1.178 -2.905 0.959
O -1.008 -2.573 1.412
C -0.393 0.781 -0.154
H 3.300 0.236 0.289
H -0.711 0.975 0.896
H -1.272 0.883 -0.747
H 0.297 1.557 -0.438
H -2.808 3.064 -1.177
H 1.294 -0.146 -0.001
O -2.254 2.407 -0.747
*
```

Computed properties:
Energy = -12882.11726 eV
Largest force on an atom = 8.0 eV/A
Energy relative to the best compared isomer or geometry (same formula, charge and spin) = 9.953 eV
M = 120.084 g/mol
HOMO level = -4.457 eV
Lowest unoccupied orbital energy = -0.14 eV
Kohn-Sham gap = 0.1586 Ha

Results of the Löwdin charge analysis, in e, for atoms 1 through 8: number 1, O, carries -0.2783; number 2, C, carries -0.0194; number 3, N, carries 0.2984; number 4, C, carries -0.7620; number 5, O, carries -0.0234; number 6, O, carries 0.0215; number 7, C, carries -0.0430; number 8, H, carries 0.0423

---

(4)
Molecular formula: C3H6NOS
Method: DFT, wB97M-V/def2-TZVPD

```
! wB97M-V def2-TZVPD RIJCOSX def2/J DEFGRID3
* xyz -1 1
C 0.235 0.263 0.631
C -0.882 -0.098 -0.364
S -2.534 0.564 -0.059
C 1.618 -0.170 0.219
N 1.742 -1.491 -0.149
O 2.562 0.585 0.083
H 0.290 1.346 0.746
H -0.078 -0.087 1.621
H -0.459 0.042 -1.371
H -0.919 -1.214 -0.375
H 2.551 -1.690 -0.701
H 0.919 -1.884 -0.555
*
```

Computed properties:
Energy = -17582.54953 eV
Largest force on an atom = 1.8 eV/A
Energy relative to the best compared isomer or geometry (same formula, charge and spin) = 0.516 eV
M = 104.154 g/mol
HOMO level = -2.586 eV
Lowest unoccupied orbital energy = 3.80 eV
Kohn-Sham gap = 0.2346 Ha

Results of the Löwdin charge analysis, in e, for atoms 1 through 8: number 1, C, carries -0.2340; number 2, C, carries -0.8606; number 3, S, carries 0.0819; number 4, C, carries -0.5586; number 5, N, carries 0.1353; number 6, O, carries 0.0210; number 7, H, carries 0.0963; number 8, H, carries 0.1035

---

(5)
Molecular formula: C3H6NOS
Method: DFT, wB97M-V/def2-TZVPD

```
! wB97M-V def2-TZVPD RIJCOSX def2/J DEFGRID3
* xyz -1 1
C 0.460 -0.786 0.068
C 0.510 -0.059 1.335
S 0.821 1.704 0.917
C -0.172 -0.049 -1.175
N -1.350 0.602 -0.970
O 0.196 -0.521 -2.333
H -0.127 -1.701 0.433
H 1.536 -0.946 0.005
H 1.411 -0.409 1.864
H -0.390 -0.284 2.140
H -1.788 0.942 -1.921
H -1.106 1.508 -0.363
*
```

Computed properties:
Energy = -17581.09472 eV
Largest force on an atom = 6.1 eV/A
Energy relative to the best compared isomer or geometry (same formula, charge and spin) = 1.971 eV
M = 104.154 g/mol
HOMO level = -2.964 eV
Lowest unoccupied orbital energy = 4.12 eV
Kohn-Sham gap = 0.2602 Ha

Results of the Löwdin charge analysis, in e, for atoms 1 through 8: number 1, C, carries -0.3054; number 2, C, carries -0.7853; number 3, S, carries 0.2071; number 4, C, carries -0.5614; number 5, N, carries 0.0389; number 6, O, carries -0.0924; number 7, H, carries 0.1224; number 8, H, carries 0.0930

---

(6)
Molecular formula: C3H6NOS
Method: DFT, wB97M-V/def2-TZVPD

```
! wB97M-V def2-TZVPD RIJCOSX def2/J DEFGRID3
* xyz -1 1
C -0.304 0.563 0.480
C -1.309 -0.719 0.270
S -0.929 -1.372 -1.504
C 1.278 0.437 0.483
N 1.554 0.236 -0.928
O 1.993 0.625 1.398
H -0.857 0.981 1.366
H -0.704 1.140 -0.299
H -2.335 -0.432 0.629
H -0.876 -1.682 0.888
H 1.184 0.899 -1.523
H 1.305 -0.677 -1.260
*
```

Computed properties:
Energy = -17580.43402 eV
Largest force on an atom = 6.3 eV/A
Energy relative to the best compared isomer or geometry (same formula, charge and spin) = 2.631 eV
M = 104.154 g/mol
HOMO level = -2.730 eV
Lowest unoccupied orbital energy = 4.00 eV
Kohn-Sham gap = 0.2472 Ha

Results of the Löwdin charge analysis, in e, for atoms 1 through 8: number 1, C, carries -0.2364; number 2, C, carries -0.6505; number 3, S, carries 0.0538; number 4, C, carries -0.4822; number 5, N, carries 0.0343; number 6, O, carries 0.0880; number 7, H, carries 0.0821; number 8, H, carries 0.0385